# 1
Formula: C28H67N4O7PS
Source: the OMol25 dataset
Level of theory: wB97M-V/def2-TZVPD

Cartesian coordinates (Å):
S 1.82 4.31 0.03
P -2.98 3.66 -5.11
O -4.37 4.21 -5.70
O -1.59 7.71 -2.20
O 2.59 3.15 -0.71
O -1.46 6.46 -0.06
O 2.79 5.54 0.21
O -3.15 1.93 -4.96
O -1.75 4.18 -6.22
N 3.61 -1.41 -0.44
N 2.82 -6.49 4.84
N -1.00 4.50 1.30
N -3.71 1.05 -0.34
C 1.81 -8.71 5.43
C 3.11 -6.11 6.22
C 2.82 -3.08 1.33
C 5.04 -5.99 3.66
C -3.81 5.71 -3.19
C -4.67 -0.19 -5.31
C -1.80 -0.59 -0.78
C 3.42 0.14 1.59
C -2.16 6.87 -1.30
C -2.91 0.63 2.06
C 4.42 -6.60 6.83
C -2.83 4.38 -3.34
C -6.09 0.58 0.30
C -1.05 5.04 -0.11
C 2.71 -2.51 -0.08
C -0.32 6.00 -4.97
C -2.58 0.66 -1.18
C 3.55 -5.72 3.82
C -4.80 0.07 -0.34
C 5.50 -2.91 -1.12
C 0.31 4.77 -0.98
C 3.23 -0.10 0.10
C -3.72 6.38 -1.67
C -0.46 4.44 -5.56
C -4.47 1.46 -5.47
C 5.04 -1.69 -0.33
C -3.35 1.61 0.97
C 2.78 -7.92 4.55
H -2.56 2.36 0.84
H -4.40 7.34 -1.58
H -3.54 -0.26 2.10
H -0.15 3.62 -4.77
H -4.20 2.18 1.35
H 3.85 -3.22 1.65
H 3.77 -8.38 4.62
H 1.77 -9.75 5.10
H 0.37 4.38 -6.42
H -5.39 1.94 -4.90
H -4.08 5.61 -0.84
H -0.86 3.47 1.23
H 4.37 -6.53 7.92
H -5.97 0.76 1.37
H -1.73 4.61 -3.00
H 5.26 -5.99 6.51
H -4.76 -0.43 -4.17
H -6.44 1.50 -0.18
H 5.07 -3.84 -0.72
H -1.14 -0.40 0.07
H -3.84 -0.79 -5.88
H 2.86 -3.32 -0.79
H 1.56 3.84 1.33
H -2.95 0.51 -2.20
H 3.06 -5.02 6.33
H -6.88 -0.18 0.18
H -1.44 6.38 -4.87
H -3.29 3.55 -2.61
H -2.45 -1.43 -0.55
H 2.33 -4.06 1.37
H 4.41 -0.19 1.95
H 5.62 -5.54 4.47
H 5.40 -5.54 2.73
H 5.27 -7.06 3.62
H 2.19 0.12 -0.16
H 3.07 -5.90 2.85
H -4.51 -0.86 0.14
H -1.88 1.50 -1.26
H 2.29 -6.47 6.85
H -2.97 1.12 3.03
H 0.59 5.76 -1.58
H 3.81 0.67 -0.44
H -1.83 4.76 1.87
H 2.44 -8.06 3.51
H -1.87 0.32 1.92
H 0.18 3.93 -1.82
H 2.65 -0.36 2.18
H 2.31 -2.45 2.06
H 5.60 -0.83 -0.73
H 0.32 6.70 -5.65
H -3.53 6.54 -3.99
H 1.67 -2.20 -0.25
H -1.92 4.45 -0.67
H 2.11 -8.71 6.48
H -5.73 -0.41 -5.80
H 3.34 1.21 1.81
H -5.04 -0.17 -1.39
H -1.15 -0.90 -1.61
H 5.23 -2.83 -2.17
H 6.59 -3.01 -1.05
H 5.36 -1.80 0.72
H 0.79 -8.30 5.36
H -4.95 5.39 -3.31
H 4.63 -7.65 6.59
H 0.08 5.88 -3.87
H -4.51 1.65 -6.64
H 3.40 -4.64 4.01

Output
Kohn-Sham gap, Ha: 0.2846
HOMO energy, eV: -8.01
Charge: 0
F_max, Eh/bohr: 0.1790
LUMO energy, eV: -0.268

Results of the Löwdin charge analysis, in e, for atoms 1 through 4: 0.817, 0.795, -0.391, -0.014


# 2
Formula: C28H67N4O8V
Source: the OMol25 dataset
Level of theory: wB97M-V/def2-TZVPD

Cartesian coordinates (Å):
V -0.72 0.57 -0.53
O -0.74 2.75 0.20
O -0.54 -4.21 -1.33
O 1.53 2.08 -4.45
O -4.89 0.47 3.41
O -1.16 0.21 0.95
O -2.09 -2.67 1.06
O 1.41 0.26 -0.18
O -2.80 0.82 -1.02
N -1.16 -1.35 -1.38
N -1.26 0.89 4.06
N -0.09 1.78 -2.35
N 2.74 0.30 0.07
C 3.77 1.91 -1.58
C -0.30 -3.47 -2.48
C -3.60 1.05 3.46
C 5.56 0.43 0.61
C 4.99 -0.16 -0.68
C -4.96 -0.75 2.70
C 2.23 0.06 2.45
C 3.04 2.27 1.59
C 3.12 0.75 1.39
C -2.43 -1.24 -2.14
C 0.09 3.50 -0.66
C -3.43 -0.42 -1.33
C 2.49 2.47 -5.41
C -0.08 -2.00 -2.14
C 0.19 -3.05 1.72
C 0.17 2.23 -4.81
C -0.35 3.22 -2.08
C 3.63 0.47 -1.07
C -0.78 -5.58 -1.54
C 3.13 -0.35 -2.28
C -1.69 -3.88 3.18
C -2.52 0.14 4.01
C -3.74 1.84 -0.68
C -1.23 -3.55 1.78
C -0.48 3.11 1.55
C 4.54 0.29 1.74
C -0.58 1.46 -3.73
C -2.81 -0.39 5.45
H -1.49 -3.07 3.88
H 0.24 -1.46 -3.04
H -3.68 1.96 4.05
H 4.95 0.87 2.57
H -2.43 -0.76 3.40
H 3.45 2.22 -4.97
H 2.33 -1.02 2.31
H -3.83 -0.94 -0.46
H -4.61 1.83 -1.34
H 2.86 2.52 2.64
H 0.29 3.84 -2.71
H -1.39 3.51 -2.24
H 0.48 2.70 1.85
H 2.92 -1.39 -2.02
H 4.85 -1.24 -0.55
H -2.70 -4.29 3.22
H -2.28 -1.31 5.65
H 0.93 1.76 -2.49
H -0.03 1.88 -5.82
H -4.31 -0.23 -1.95
H -1.16 -3.53 -3.17
H 0.11 4.58 -0.48
H -4.10 1.63 0.33
H 0.56 -3.83 -3.06
H 2.56 0.32 3.45
H 2.24 2.68 0.97
H -0.52 0.38 -3.86
H -3.87 -0.62 5.56
H -0.50 4.18 1.76
H -1.24 -4.53 1.27
H -0.05 3.31 -4.81
H -3.29 1.38 2.46
H 2.46 1.95 -6.37
H -0.01 -6.10 -2.13
H 0.92 -3.85 1.87
H -1.69 -5.74 -2.13
H 0.42 -2.29 2.46
H 1.14 3.22 -0.48
H 5.68 -0.01 -1.51
H -2.31 -0.77 -3.11
H 3.95 2.78 1.29
H -1.24 2.73 2.24
H -1.63 1.75 -3.75
H 4.53 -0.76 2.03
H 2.75 2.31 -1.70
H -1.38 1.59 4.78
H 2.20 0.11 -2.62
H 6.51 -0.02 0.90
H 4.21 2.61 -0.86
H -4.54 -0.70 1.69
H -1.01 -4.66 3.54
H -2.99 -3.00 1.15
H -1.48 -2.05 -0.68
H 2.47 3.54 -5.63
H 5.73 1.50 0.47
H -3.33 2.85 -0.68
H -6.03 -0.91 2.53
H 1.17 0.31 2.33
H 4.23 1.99 -2.56
H -2.56 0.41 6.15
H 3.88 -0.39 -3.07
H 0.81 -1.89 -1.51
H -4.48 -1.55 3.26
H -2.91 -2.20 -2.36
H -0.90 -5.99 -0.54
H -0.47 0.34 4.37
H 0.40 -2.72 0.70

Output
Kohn-Sham gap (alpha / beta), Ha: 0.2556 / 0.2323
HOMO energy (alpha / beta), eV: -8.95 / -8.40
Charge: +1
Expectation value of S²: 0.78
Spin multiplicity: 2
F_max, Eh/bohr: 0.0798
LUMO energy (alpha / beta), eV: -1.998 / -2.084

Results of the Löwdin charge analysis, in e, for atoms 1 through 4: 0.935, -0.249, -0.189, -0.223


# 3
Formula: C28H68N2O7
Source: the OMol25 dataset
Level of theory: wB97M-V/def2-TZVPD

Cartesian coordinates (Å):
O -2.68 -1.64 -7.58
O 3.28 1.32 0.48
O 0.52 1.82 -0.34
O -1.04 -2.68 -0.86
O 0.79 -5.19 -0.21
O 0.64 -0.46 4.57
O -0.86 6.37 5.29
N -1.10 5.63 4.11
N 1.00 -4.54 -1.38
C 1.23 5.88 3.41
C -0.24 -0.40 3.46
C 2.16 -2.67 -0.30
C 2.25 -3.73 -1.38
C -0.89 -5.91 -2.34
C -3.06 -1.50 -6.25
C 0.18 1.88 -1.65
C 0.59 -5.39 -2.50
C -2.41 5.12 3.94
C 2.27 -2.92 -2.76
C -3.10 -2.44 0.13
C -2.09 -3.40 -0.31
C 0.51 3.73 4.66
C -2.67 4.47 2.55
C 1.78 -3.67 -4.02
C 0.10 4.85 3.64
C -0.35 0.49 -2.23
C -3.31 6.36 3.96
C 3.60 -4.52 -1.20
C -2.82 4.17 5.10
C 1.49 -6.57 -2.82
C 3.81 2.10 -0.47
C 0.54 -4.49 -3.73
C -0.13 4.20 2.31
C 3.53 3.60 -0.16
C -2.08 -1.96 -5.22
C 0.63 -0.48 2.20
C -1.54 3.57 2.01
H 1.48 -5.86 -0.24
H 0.88 6.70 2.79
H -2.94 -0.43 -6.08
H -2.79 7.22 3.54
H -3.63 -1.96 -0.69
H 0.63 3.45 2.08
H -1.10 0.15 -1.53
H 2.29 -6.28 -3.50
H 1.17 -1.43 2.10
H -0.16 -3.69 -3.52
H 1.66 6.16 4.37
H 3.69 -5.02 -0.23
H 0.46 -0.23 -2.36
H 1.08 0.38 4.74
H 2.40 1.24 0.11
H -1.10 -1.67 -5.58
H -1.15 -6.72 -3.02
H 1.85 -1.93 -2.59
H 1.02 2.30 -2.20
H 3.99 3.83 0.79
H -3.87 3.90 5.13
H 0.05 2.75 4.57
H -3.79 -2.79 0.90
H -1.18 -6.33 -1.38
H -2.59 4.52 6.10
H 1.51 -2.84 -4.67
H -4.33 6.30 3.58
H -1.52 -5.02 -2.46
H 0.03 4.88 1.47
H 3.75 4.43 -0.84
H 2.51 3.75 0.18
H 2.07 5.51 2.82
H -2.62 -1.54 0.54
H 0.99 -7.30 -3.46
H -0.88 -1.27 3.38
H 0.22 4.05 5.66
H -1.56 3.42 0.93
H -0.21 -3.16 -0.90
H 3.44 1.78 -1.44
H -0.35 1.80 0.07
H -1.50 2.63 2.55
H 3.33 -2.76 -2.93
H 2.94 -1.92 -0.20
H 4.90 2.06 -0.37
H 1.59 3.60 4.54
H -2.19 -1.46 -4.25
H -3.54 6.59 5.00
H -0.68 2.50 -1.90
H 1.77 -7.08 -1.90
H -2.67 5.28 1.82
H 2.61 -4.22 -4.48
H -3.61 4.00 2.28
H -0.76 0.60 -3.24
H 4.45 -3.86 -1.30
H 0.04 -4.93 -4.60
H 1.21 0.43 2.10
H -2.47 -2.53 -7.86
H 3.84 -5.24 -1.98
H -0.82 0.52 3.54
H 1.22 -2.12 -0.27
H -0.04 -0.63 1.35
H -0.98 7.26 4.96
H -2.62 -4.02 -1.03
H 2.13 -3.18 0.67
H -1.75 -3.93 0.58
H -4.08 -1.84 -6.06
H -2.26 3.25 4.90
H -1.98 -3.04 -5.17

Output
Kohn-Sham gap, Ha: 0.3206
Energy relative to the best compared isomer or geometry (same formula, charge and spin), kcal per mole: 81.8
HOMO energy, eV: -8.22
Charge: 0
F_max, Eh/bohr: 0.0770
LUMO energy, eV: 0.503

Results of the Löwdin charge analysis, in e, for atoms 1 through 4: -0.062, -0.060, -0.075, -0.086


Sequential E_tot output: -2591.972284 -2871.686180 -1743.562493 a.u.